# 1
Entry from the Open Molecules 2025 dataset: a molecular structure, C50H50N7O2PS5Y (ωB97M-V/def2-TZVPD).

```
116
Properties=species:S:1:pos:R:3:lowdin_charge:R:1
Y 0.39 -0.24 1.00 0.812
C -4.54 -1.19 -1.12 -0.543
C -3.89 -0.81 -2.46 -0.531
S -2.11 -0.49 -2.35 0.849
C -1.37 -1.87 -3.24 -0.546
C -1.70 -3.25 -2.66 -0.518
S -1.07 -3.38 -0.97 0.906
C -2.39 -4.25 -0.11 -0.528
C -3.56 -3.42 0.40 -0.531
S -4.81 -2.96 -0.84 0.853
H -5.52 -0.72 -1.07 0.058
H -3.95 -0.79 -0.29 0.047
H -4.36 0.11 -2.82 0.059
H -4.08 -1.57 -3.22 0.068
H -0.30 -1.69 -3.17 0.045
H -1.63 -1.84 -4.30 0.077
H -1.23 -4.01 -3.30 0.068
H -2.78 -3.41 -2.68 0.036
H -1.89 -4.70 0.75 0.055
H -2.75 -5.08 -0.73 0.075
H -3.22 -2.51 0.89 0.054
H -4.09 -4.01 1.15 0.069
C 7.11 -0.54 -0.67 -0.110
C 6.65 -1.71 -1.25 -0.098
C 5.34 -2.13 -1.02 -0.109
C 4.49 -1.40 -0.19 -0.345
C 4.97 -0.24 0.41 -0.137
C 6.27 0.18 0.17 -0.092
P 2.73 -1.91 0.06 1.009
C 2.50 -2.90 -1.46 -0.366
C 2.11 -4.24 -1.48 -0.108
C 1.80 -4.88 -2.67 -0.103
C 1.88 -4.19 -3.87 -0.113
C 2.28 -2.86 -3.88 -0.103
C 2.58 -2.23 -2.68 -0.122
C 2.78 -3.21 1.32 -0.337
C 3.89 -3.98 1.55 -0.081
C 3.82 -5.08 2.42 -0.090
C 2.63 -5.40 3.02 -0.052
C 1.48 -4.61 2.81 -0.177
C 0.25 -4.93 3.45 -0.066
C -0.83 -4.11 3.28 -0.112
C -0.73 -2.95 2.48 -0.188
C 0.42 -2.59 1.79 -0.255
C 1.54 -3.46 1.97 -0.223
H 8.12 -0.21 -0.85 0.092
H 7.29 -2.29 -1.90 0.094
H 4.99 -3.04 -1.50 0.102
H 4.32 0.28 1.10 -0.033
H 6.63 1.09 0.65 0.098
H 2.02 -4.79 -0.55 0.104
H 1.48 -5.91 -2.65 0.101
H 1.64 -4.69 -4.81 0.094
H 2.36 -2.32 -4.81 0.098
H 2.90 -1.19 -2.70 0.098
H 4.83 -3.75 1.06 0.094
H 4.70 -5.68 2.60 0.093
H 2.56 -6.26 3.67 0.101
H 0.20 -5.81 4.07 0.097
H -1.77 -4.35 3.77 0.094
H -1.61 -2.32 2.41 0.057
S 2.34 0.24 2.47 -0.140
N 0.96 1.44 -3.16 0.192
C 1.36 1.02 -1.93 -0.670
N 2.53 1.48 -1.45 0.222
O 0.70 0.18 -1.31 -0.178
H 1.34 2.29 -3.54 0.093
H -0.01 1.24 -3.36 0.074
H 3.03 2.23 -1.89 0.110
H 2.79 1.22 -0.50 0.071
C 2.09 3.65 1.72 -0.037
C 0.97 3.50 0.76 -0.334
N 0.28 2.40 0.53 0.049
C -0.70 2.72 -0.38 -0.145
C -0.60 4.03 -0.73 -0.060
N 0.47 4.52 -0.01 -0.024
C 1.01 5.84 -0.09 -0.074
N 2.08 5.94 -1.06 -0.046
N 3.37 5.93 -0.66 0.062
N 4.13 5.93 -1.69 0.072
C 3.35 5.96 -2.81 -0.241
C 3.71 5.96 -4.17 -0.016
C 2.69 5.96 -5.09 -0.092
C 1.34 5.96 -4.68 -0.088
C 0.97 5.96 -3.36 -0.016
C 2.01 5.96 -2.42 -0.172
H 2.38 2.64 2.05 -0.052
H 1.75 4.20 2.60 0.090
H 2.93 4.17 1.28 0.062
H -1.42 1.99 -0.71 0.073
H -1.18 4.66 -1.38 0.102
H 1.44 6.15 0.86 0.136
H 0.22 6.54 -0.37 0.141
H 4.75 5.95 -4.46 0.113
H 2.91 5.96 -6.15 0.100
H 0.57 5.96 -5.45 0.103
H -0.07 5.96 -3.06 0.097
C -8.10 0.28 5.12 -0.047
C -8.49 1.60 5.73 -0.750
O -9.53 1.77 6.31 -0.016
S -7.40 3.01 5.55 1.010
C -6.05 2.40 4.58 -0.583
C -4.89 1.93 5.19 -0.109
C -3.84 1.44 4.44 -0.024
C -3.92 1.39 3.05 -0.261
C -5.09 1.88 2.43 -0.035
C -6.13 2.38 3.19 -0.112
C -2.85 0.88 2.27 -0.177
C -1.92 0.44 1.60 -0.102
H -8.66 -0.49 5.64 0.085
H -7.03 0.10 5.16 0.071
H -8.38 0.29 4.07 0.093
H -4.82 1.96 6.28 0.104
H -2.94 1.08 4.93 0.120
H -5.16 1.85 1.35 0.110
H -7.03 2.75 2.70 0.104
```

Its largest force on an atom is 0.9 eV Å⁻¹. As for the net charge: -1. The calculation puts the total energy at -131699.1999 eV. Its HOMO energy is -3.460 eV.


# 2
Entry from the Open Molecules 2025 dataset: 6 unconnected molecules or ions with the total composition CH12O6 in a non-equilibrium geometry (ωB97M-V/def2-TZVPD).

```
19
Properties=species:S:1:pos:R:3:nbo_charge:R:1
C -3.78 -1.30 -1.10 0.277
O -2.91 -1.11 -0.28 -0.533
H -3.92 -2.37 -1.37 0.130
H -4.27 -0.45 -1.59 0.133
O 1.14 -0.42 2.80 -1.032
H 0.46 -0.37 2.09 0.518
H 1.23 0.28 3.46 0.484
O 0.72 -0.01 -1.48 -0.980
H 0.73 -0.58 -2.24 0.484
H 1.45 -0.27 -0.86 0.509
O 0.92 3.46 -1.08 -0.924
H 0.65 2.62 -0.66 0.470
H 1.54 3.62 -0.35 0.454
O 2.72 -0.92 0.07 -0.974
H 2.17 -0.92 0.86 0.505
H 3.62 -0.91 0.38 0.492
O -0.59 -0.07 0.81 -1.019
H -0.32 -0.18 -0.16 0.503
H -1.56 -0.10 0.70 0.503
```

Its largest force on an atom is 1.9 eV Å⁻¹. As for the SMILES: C=O.O.O.O.O.O. As for the net charge: 0. The calculation puts the total energy at -13515.8548 eV. Its HOMO energy is -10.839 eV.


# 3
Entry from the Open Molecules 2025 dataset: a molecular structure, C23H50HgNO9S4 in a non-equilibrium geometry (ωB97M-V/def2-TZVPD).

```
88
Properties=species:S:1:pos:R:3:lowdin_charge:R:1
Hg 5.41 -2.37 4.32 0.657
C 1.80 -0.61 1.38 -0.104
O 2.86 -0.82 2.28 -0.034
H 2.07 -0.68 0.33 0.100
H 1.13 -1.45 1.53 0.134
H 1.15 0.19 1.74 0.116
C -6.23 -2.62 -2.41 -0.073
C -4.84 -2.44 -1.72 -0.220
N -4.60 -3.45 -0.64 -0.161
C -3.21 -3.27 -0.22 -0.254
C -2.36 -4.37 -0.89 -0.066
C -5.59 -3.25 0.41 -0.248
C -5.64 -4.54 1.20 -0.080
H -6.61 -3.63 -2.60 0.078
H -6.30 -2.14 -3.38 0.071
H -6.94 -2.23 -1.67 0.053
H -4.08 -2.51 -2.50 0.106
H -4.75 -1.45 -1.26 0.113
H -2.88 -2.24 -0.38 0.112
H -3.21 -3.47 0.85 0.101
H -2.57 -5.38 -0.54 0.077
H -2.33 -4.21 -1.96 0.071
H -1.34 -4.21 -0.53 0.058
H -6.62 -3.06 0.10 0.110
H -5.24 -2.42 1.01 0.122
H -6.31 -5.35 0.92 0.082
H -5.84 -4.31 2.25 0.073
H -4.65 -5.00 1.25 0.061
C 9.28 0.19 -1.44 -0.171
C 8.00 1.08 -1.74 -0.223
C 7.03 1.15 -0.59 -0.224
S 8.07 1.08 0.97 0.709
O 7.52 0.11 1.92 -0.399
O 8.29 2.45 1.42 -0.337
C 9.56 0.43 0.07 -0.206
H 10.11 0.36 -2.12 0.114
H 9.01 -0.86 -1.56 0.104
H 7.46 0.85 -2.66 0.112
H 8.37 2.09 -1.92 0.113
H 6.44 0.23 -0.53 0.089
H 6.34 1.99 -0.53 0.103
H 9.83 -0.48 0.61 0.092
H 10.39 1.12 0.22 0.100
C -1.81 6.25 -0.04 -0.229
C -0.41 5.63 -0.32 -0.209
C -0.39 4.27 0.32 -0.240
S -1.84 4.05 1.40 0.686
O -1.48 3.73 2.78 -0.352
O -2.80 3.24 0.69 -0.327
C -2.33 5.83 1.33 -0.197
H -2.45 5.92 -0.86 0.115
H -1.68 7.32 -0.12 0.115
H 0.30 6.35 0.09 0.115
H -0.24 5.56 -1.40 0.115
H 0.50 3.88 0.81 0.098
H -0.44 3.50 -0.44 0.091
H -1.75 6.38 2.07 0.108
H -3.39 5.96 1.54 0.111
C -1.64 -0.92 5.55 -0.221
C -2.03 -2.45 5.56 -0.173
C -0.65 -3.15 5.36 -0.190
S 0.49 -2.28 6.59 0.706
O 1.88 -2.41 6.19 -0.391
O 0.12 -2.50 8.02 -0.331
C -0.26 -0.68 6.16 -0.237
H -2.39 -0.19 5.85 0.116
H -1.63 -0.56 4.52 0.097
H -2.75 -2.56 4.75 0.104
H -2.51 -2.69 6.51 0.112
H -0.26 -2.96 4.37 0.090
H -0.41 -4.17 5.67 0.094
H 0.29 -0.25 5.32 0.087
H -0.05 0.05 6.95 0.107
C -0.91 1.75 -4.71 -0.267
C 0.06 0.54 -4.68 -0.203
C 0.82 0.73 -5.99 -0.210
S -0.37 1.50 -7.23 0.732
O -0.90 0.41 -8.05 -0.353
O 0.24 2.65 -7.94 -0.342
C -1.67 1.89 -5.98 -0.220
H -0.28 2.63 -4.60 0.117
H -1.65 1.79 -3.91 0.115
H -0.44 -0.42 -4.62 0.113
H 0.82 0.60 -3.89 0.105
H 1.06 -0.20 -6.49 0.095
H 1.70 1.37 -5.88 0.101
H -2.48 1.17 -6.07 0.109
H -2.01 2.91 -6.18 0.109
```

Its largest force on an atom is 3.2 eV Å⁻¹. As for the net charge: +1. The calculation puts the total energy at -92077.5284 eV. Its HOMO energy is -10.818 eV.


# 4
Entry from the Open Molecules 2025 dataset: a single C12H21NO2 molecule (ωB97M-V/def2-TZVPD).

```
36
Properties=species:S:1:pos:R:3:nbo_charge:R:1
C -2.56 0.63 4.19 -0.610
C -2.10 1.88 3.45 -0.215
N -1.14 1.56 2.40 -0.439
C -0.22 2.65 2.12 -0.220
C 0.91 2.69 3.14 -0.607
C -1.80 1.07 1.20 -0.314
C -0.84 0.47 0.29 0.109
C -0.02 0.00 -0.45 -0.073
C 0.97 -0.58 -1.35 0.184
C 1.52 0.49 -2.28 -0.623
C 2.09 -1.23 -0.52 -0.622
O 0.24 -1.59 -2.10 -0.507
C 0.84 -2.33 -3.02 0.807
C -0.16 -3.26 -3.67 -0.711
O 2.00 -2.27 -3.33 -0.611
H -3.15 -0.02 3.55 0.198
H -1.69 0.07 4.53 0.215
H -3.17 0.91 5.05 0.209
H -1.61 2.54 4.16 0.198
H -2.97 2.42 3.05 0.163
H -0.74 3.63 2.09 0.164
H 0.21 2.47 1.13 0.207
H 0.55 2.92 4.14 0.198
H 1.64 3.45 2.86 0.208
H 1.41 1.73 3.17 0.214
H -2.52 0.31 1.49 0.227
H -2.34 1.88 0.66 0.188
H 2.27 0.07 -2.94 0.239
H 1.97 1.29 -1.69 0.219
H 0.71 0.91 -2.88 0.219
H 2.84 -1.66 -1.18 0.239
H 2.54 -0.48 0.12 0.220
H 1.67 -2.02 0.11 0.220
H -0.57 -2.78 -4.55 0.239
H 0.34 -4.18 -3.97 0.235
H -0.97 -3.48 -2.98 0.232
```

Its largest force on an atom is 0.7 eV Å⁻¹. As for the SMILES: CCN(CC)CC#CC(C)(C)OC(C)=O. As for the net charge: 0. The calculation puts the total energy at -18368.2692 eV. Its HOMO energy is -8.700 eV.


Number 1: gap between HOMO and LUMO 4.942 eV. Number 2: gap between HOMO and LUMO 11.124 eV. Number 3: gap between HOMO and LUMO 1.688 eV. Number 4: gap between HOMO and LUMO 9.566 eV.